w | The following is a DFT calculation (ωB97M-V/def2-TZVPD) of C2H2Cl2O2S in the gas phase.

Output
structure (SMILES) = O=S(=O)=CC(Cl)Cl
spin multiplicity = 1
lowest unoccupied orbital energy (spin up / spin down) = -1.5523 / -1.5526 eV

Last columns: bonded neighbours and bond lengths (Å).
Element x y z (Å)
1 O -2.64 1.38 0.50  S2 1.435
2 S -1.74 0.27 0.40  O1 1.435, O3 1.447, C4 1.700
3 O -2.22 -1.09 0.44  S2 1.447
4 C -0.32 0.58 -0.49  S2 1.700, C5 1.719, H8 1.023
5 C 0.85 -0.68 -0.40  C4 1.719, Cl6 1.691, Cl7 1.790, H9 1.132
6 Cl 2.37 -0.18 -0.94  C5 1.691
7 Cl 0.70 -1.36 1.25  C5 1.790
8 H 0.13 1.46 -0.24  C4 1.023
9 H 0.49 -1.39 -1.20  C5 1.132



x | The following is a DFT calculation (ωB97M-V/def2-TZVPD) of C2H2Cl2O2S in the gas phase.

Output
structure (SMILES) = C=C(Cl)S(=O)(=O)Cl
spin multiplicity = 1
lowest unoccupied orbital energy (spin up / spin down) = -0.9625 / -1.2828 eV

Last columns: bonded neighbours and bond lengths (Å).
Element x y z (Å)
1 C -0.35 -0.02 -0.24  C2 1.691, H8 1.099, H9 1.061
2 C -1.86 -0.78 -0.10  C1 1.691, Cl3 1.668, S4 1.737
3 Cl -2.15 -2.35 -0.56  C2 1.668
4 S -3.09 0.31 0.45  C2 1.737, O5 1.427, O6 1.423, Cl7 1.943
5 O -4.15 -0.58 0.80  S4 1.427
6 O -2.57 1.25 1.38  S4 1.423
7 Cl -3.47 1.30 -1.18  S4 1.943
8 H 0.62 -0.42 -0.56  C1 1.099
9 H -0.52 0.99 0.02  C1 1.061



w wins, 0.423 eV ahead of the next structure.



w | The following is a DFT calculation (ωB97M-V/def2-TZVPD) of 2 unconnected molecules or ions with the total composition C2H5ClNO3P.

Output
spin multiplicity = 1
lowest unoccupied orbital energy = 5.1874 eV
net charge = -2

Last columns: bonded neighbours and bond lengths (Å).
Element x y z (Å)
1 C 2.38 0.90 -0.59  P7 1.786, H9 1.035, H10 1.112
2 C -1.25 -1.00 -0.39  N3 1.249, O4 1.344, H11 1.152
3 N -1.97 -1.68 -1.14  C2 1.249, H13 1.026
4 O -0.24 -0.21 -0.80  C2 1.344, P7 1.724
5 O 1.04 -0.52 1.49  P7 1.499
6 O 0.07 1.75 0.85  P7 1.691, H12 0.976
7 P 0.93 0.40 0.31  C1 1.786, O4 1.724, O5 1.499, O6 1.691
8 Cl -1.03 -11.89 -1.17  no bonds
9 H 2.98 0.08 -0.38  C1 1.035
10 H 2.35 1.08 -1.69  C1 1.112
11 H -1.53 -1.20 0.71  C2 1.152
12 H 0.05 1.40 1.76  O6 0.976
13 H -1.88 -1.69 -2.17  N3 1.026



x | The following is a DFT calculation (ωB97M-V/def2-TZVPD) of 3 unconnected molecules or ions with the total composition C2H5ClNO3P.

Output
spin multiplicity = 1
lowest unoccupied orbital energy = 5.0520 eV
net charge = -2

Last columns: bonded neighbours and bond lengths (Å).
Element x y z (Å)
1 C -0.91 0.39 1.10  C2 1.467, H9 1.129, H10 1.118, H11 1.110
2 C -2.19 0.24 0.40  C1 1.467, O4 1.195, H12 1.142
3 N 0.32 0.25 -1.56  P7 1.542, H13 1.005
4 O -3.23 0.44 0.97  C2 1.195
5 O -0.03 -2.07 -0.34  P7 1.504
6 O -1.41 -1.59 -2.49  P7 1.530
7 P -0.36 -1.13 -1.47  N3 1.542, O5 1.504, O6 1.530
8 Cl 10.72 2.04 1.46  no bonds
9 H -0.40 -0.62 1.06  C1 1.129
10 H -1.20 0.93 2.03  C1 1.118
11 H -0.31 0.96 0.37  C1 1.110
12 H -2.01 -0.01 -0.70  C2 1.142
13 H 1.00 0.16 -0.83  N3 1.005



x wins, 0.454 eV ahead of the next structure.



w | The following is a DFT calculation (ωB97M-V/def2-TZVPD) of 3 unconnected molecules or ions with the total composition C2H11NO2S.

Output
structure (SMILES) = NCCS.O.O
spin multiplicity = 1
lowest unoccupied orbital energy = 0.2568 eV

Last columns: bonded neighbours and bond lengths (Å).
Element x y z (Å)
1 N -1.06 -1.01 -0.12  C2 1.479, H5 0.997, H6 0.998
2 C 0.17 -0.29 -0.52  N1 1.479, C3 1.440, H7 1.119, H8 1.107
3 C 0.39 -0.28 -1.95  C2 1.440, S4 1.873, H9 1.154, H10 1.129
4 S 1.34 1.19 -2.62  C3 1.873, H11 1.312
5 H -1.31 -1.89 -0.52  N1 0.997
6 H -1.04 -1.04 0.88  N1 0.998
7 H 1.13 -0.60 -0.04  C2 1.119
8 H 0.10 0.66 0.04  C2 1.107
9 H 0.80 -1.34 -2.17  C3 1.154
10 H -0.54 -0.18 -2.58  C3 1.129
11 H 0.75 2.07 -1.85  S4 1.312
12 O -1.60 -1.48 3.51  H13 1.008, H14 0.930
13 H -1.05 -0.64 3.61  O12 1.008
14 H -1.36 -1.92 2.73  O12 0.930
15 O -0.28 0.73 2.94  H16 1.015, H17 0.926
16 H 0.48 0.82 2.28  O15 1.015
17 H -0.26 1.49 3.47  O15 0.926



x | The following is a DFT calculation (ωB97M-V/def2-TZVPD) of 3 unconnected molecules or ions with the total composition C2H11NO2S.

Output
structure (SMILES) = NCCS.O.O
spin multiplicity = 1
lowest unoccupied orbital energy = 0.3660 eV

Last columns: bonded neighbours and bond lengths (Å).
Element x y z (Å)
1 N 1.01 -0.81 -0.48  C2 1.454, H5 1.014, H6 1.008
2 C -0.43 -0.70 -0.29  N1 1.454, C3 1.507, H7 1.104, H8 1.079
3 C -1.13 -1.93 -0.81  C2 1.507, S4 1.811, H9 1.096, H10 1.077
4 S -2.78 -2.28 -0.15  C3 1.811, H11 1.339
5 H 1.37 -0.94 -1.42  N1 1.014
6 H 1.47 -0.02 -0.04  N1 1.008
7 H -0.90 0.24 -0.62  C2 1.104
8 H -0.55 -0.62 0.78  C2 1.079
9 H -1.16 -1.92 -1.91  C3 1.096
10 H -0.54 -2.80 -0.60  C3 1.077
11 H -2.44 -2.16 1.14  S4 1.339
12 O 2.51 2.62 -0.17  H13 0.972, H14 0.961
13 H 1.81 2.52 0.49  O12 0.972
14 H 2.10 2.88 -1.01  O12 0.961
15 O 0.21 1.88 1.76  H16 0.960, H17 0.957
16 H -0.12 2.00 0.87  O15 0.960
17 H -0.43 2.04 2.45  O15 0.957



x wins, 0.854 eV ahead of the next structure.



w | The following is a DFT calculation (ωB97M-V/def2-TZVPD) of C25H41NO2 in the gas phase.

Output
structure (SMILES) = CCN(CC)CCO[C@H]1CC[C@@]2(C)C(=CC[C@@H]3[C@@H]2CC[C@]2(C)C(=O)CC[C@@H]32)C1
spin multiplicity = 1
lowest unoccupied orbital energy = 0.7093 eV

Last columns: bonded neighbours and bond lengths (Å).
Element x y z (Å)
1 C -4.53 -0.58 -1.96  C2 1.535, H29 1.087, H30 1.088, H31 1.085
2 C -5.85 -0.27 -1.24  C1 1.535, N3 1.450, H32 1.093, H33 1.096
3 N -5.83 -0.30 0.21  C2 1.450, C4 1.452, C6 1.441
4 C -5.19 -1.45 0.81  N3 1.452, C5 1.526, H34 1.092, H35 1.099
5 C -5.95 -2.74 0.49  C4 1.526, H36 1.087, H37 1.087, H38 1.087
6 C -5.57 0.96 0.86  N3 1.441, C7 1.543, H39 1.093, H40 1.096
7 C -4.19 1.62 0.64  C6 1.543, O8 1.406, H41 1.100, H42 1.103
8 O -3.18 0.74 1.04  C7 1.406, C9 1.413
9 C -1.89 1.31 1.14  O8 1.413, C10 1.532, C28 1.547, H43 1.104
10 C -0.99 0.25 1.80  C9 1.532, C11 1.525, H44 1.090, H45 1.091
11 C -0.45 -0.71 0.75  C10 1.525, C12 1.547, H46 1.091, H47 1.089
12 C 0.56 -0.02 -0.19  C11 1.547, C13 1.537, C14 1.515, C18 1.551
13 C 0.43 -0.61 -1.60  C12 1.537, H48 1.087, H49 1.087, H50 1.087
14 C 0.17 1.45 -0.25  C12 1.515, C15 1.324, C28 1.499
15 C 1.05 2.44 -0.23  C14 1.324, C16 1.492, H51 1.083
16 C 2.53 2.27 -0.12  C15 1.492, C17 1.528, H52 1.093, H53 1.097
17 C 2.97 0.82 -0.34  C16 1.528, C18 1.542, C27 1.525, H54 1.092
18 C 2.01 -0.16 0.36  C12 1.551, C17 1.542, C19 1.538, H55 1.097
19 C 2.53 -1.60 0.28  C18 1.538, C20 1.531, H56 1.088, H57 1.091
20 C 3.96 -1.76 0.81  C19 1.531, C21 1.524, H58 1.091, H59 1.093
21 C 4.88 -0.81 0.05  C20 1.524, C22 1.538, C23 1.520, C27 1.533
22 C 5.05 -1.25 -1.41  C21 1.538, H60 1.085, H61 1.087, H62 1.088
23 C 6.31 -0.69 0.56  C21 1.520, O24 1.201, C25 1.522
24 O 6.99 -1.56 1.04  C23 1.201
25 C 6.75 0.75 0.33  C23 1.522, C26 1.534, H63 1.090, H64 1.092
26 C 5.53 1.49 -0.23  C25 1.534, C27 1.530, H65 1.089, H66 1.090
27 C 4.36 0.61 0.24  C17 1.525, C21 1.533, C26 1.530, H67 1.099
28 C -1.30 1.70 -0.24  C9 1.547, C14 1.499, H68 1.091, H69 1.092
29 H -4.27 -1.63 -1.87  C1 1.087
30 H -4.63 -0.34 -3.02  C1 1.088
31 H -3.72 0.01 -1.55  C1 1.085
32 H -6.20 0.72 -1.54  C2 1.093
33 H -6.60 -0.99 -1.58  C2 1.096
34 H -5.20 -1.30 1.89  C4 1.092
35 H -4.14 -1.56 0.51  C4 1.099
36 H -5.86 -3.00 -0.56  C5 1.087
37 H -5.55 -3.56 1.08  C5 1.087
38 H -7.00 -2.62 0.73  C5 1.087
39 H -5.70 0.80 1.94  C6 1.093
40 H -6.33 1.68 0.54  C6 1.096
41 H -4.08 1.91 -0.41  C7 1.100
42 H -4.15 2.54 1.25  C7 1.103
43 H -1.94 2.20 1.79  C9 1.104
44 H -1.59 -0.29 2.54  C10 1.090
45 H -0.16 0.75 2.31  C10 1.091
46 H -1.30 -1.09 0.17  C11 1.091
47 H 0.01 -1.57 1.24  C11 1.089
48 H -0.54 -0.35 -2.03  C13 1.087
49 H 0.49 -1.70 -1.57  C13 1.087
50 H 1.20 -0.23 -2.26  C13 1.087
51 H 0.70 3.47 -0.26  C15 1.083
52 H 3.03 2.93 -0.84  C16 1.093
53 H 2.83 2.60 0.88  C16 1.097
54 H 2.98 0.62 -1.41  C17 1.092
55 H 1.97 0.13 1.42  C18 1.097
56 H 2.50 -1.94 -0.75  C19 1.088
57 H 1.88 -2.26 0.86  C19 1.091
58 H 4.28 -2.80 0.69  C20 1.091
59 H 3.99 -1.52 1.87  C20 1.093
60 H 4.11 -1.20 -1.95  C22 1.085
61 H 5.77 -0.63 -1.93  C22 1.087
62 H 5.41 -2.28 -1.44  C22 1.088
63 H 7.62 0.78 -0.32  C25 1.090
64 H 7.05 1.16 1.30  C25 1.092
65 H 5.46 2.51 0.14  C26 1.089
66 H 5.56 1.53 -1.32  C26 1.090
67 H 4.28 0.77 1.33  C27 1.099
68 H -1.52 2.75 -0.46  C28 1.091
69 H -1.79 1.09 -0.99  C28 1.092



x | The following is a DFT calculation (ωB97M-V/def2-TZVPD) of C25H41NO2 in the gas phase.

Output
structure (SMILES) = CCN(CC)CCO[C@H]1CC[C@@]2(C)C(=CC[C@@H]3[C@@H]2CC[C@]2(C)C(=O)CC[C@@H]32)C1
spin multiplicity = 1
lowest unoccupied orbital energy = 0.7916 eV

Last columns: bonded neighbours and bond lengths (Å).
Element x y z (Å)
1 C 5.21 2.23 0.62  C2 1.526, H29 1.087, H30 1.087, H31 1.087
2 C 6.11 1.13 0.06  C1 1.526, N3 1.456, H32 1.092, H33 1.103
3 N 5.34 -0.07 -0.27  C2 1.456, C4 1.455, C6 1.454
4 C 5.88 -0.80 -1.40  N3 1.455, C5 1.526, H34 1.092, H35 1.103
5 C 5.40 -0.19 -2.72  C4 1.526, H36 1.087, H37 1.087, H38 1.087
6 C 5.11 -0.92 0.89  N3 1.454, C7 1.537, H39 1.091, H40 1.104
7 C 3.81 -1.73 0.80  C6 1.537, O8 1.405, H41 1.097, H42 1.094
8 O 2.66 -0.99 1.11  C7 1.405, C9 1.427
9 C 2.23 -0.09 0.09  O8 1.427, C10 1.531, C28 1.537, H43 1.095
10 C 1.38 -0.79 -0.97  C9 1.531, C11 1.524, H44 1.092, H45 1.092
11 C 0.18 -1.46 -0.31  C10 1.524, C12 1.552, H46 1.090, H47 1.091
12 C -0.72 -0.46 0.48  C11 1.552, C13 1.538, C14 1.515, C18 1.553
13 C -0.75 -0.89 1.96  C12 1.538, H48 1.086, H49 1.086, H50 1.088
14 C -0.09 0.91 0.43  C12 1.515, C15 1.325, C28 1.505
15 C -0.76 2.02 0.15  C14 1.325, C16 1.493, H51 1.083
16 C -2.22 2.07 -0.16  C15 1.493, C17 1.527, H52 1.093, H53 1.097
17 C -2.94 0.80 0.28  C16 1.527, C18 1.539, C27 1.525, H54 1.092
18 C -2.13 -0.43 -0.16  C12 1.553, C17 1.539, C19 1.538, H55 1.098
19 C -2.90 -1.74 0.09  C18 1.538, C20 1.531, H56 1.088, H57 1.091
20 C -4.30 -1.75 -0.54  C19 1.531, C21 1.524, H58 1.091, H59 1.093
21 C -5.09 -0.55 -0.02  C20 1.524, C22 1.538, C23 1.520, C27 1.533
22 C -5.41 -0.70 1.47  C21 1.538, H60 1.087, H61 1.088, H62 1.085
23 C -6.44 -0.28 -0.66  C21 1.520, O24 1.201, C25 1.522
24 O -7.23 -1.10 -1.06  C23 1.201
25 C -6.63 1.23 -0.70  C23 1.522, C26 1.534, H63 1.090, H64 1.092
26 C -5.33 1.84 -0.15  C25 1.534, C27 1.530, H65 1.089, H66 1.090
27 C -4.32 0.72 -0.38  C17 1.525, C21 1.533, C26 1.530, H67 1.099
28 C 1.38 1.00 0.77  C9 1.537, C14 1.505, H68 1.091, H69 1.092
29 H 5.81 3.10 0.87  C1 1.087
30 H 4.47 2.51 -0.12  C1 1.087
31 H 4.69 1.89 1.52  C1 1.087
32 H 6.58 1.49 -0.85  C2 1.092
33 H 6.92 0.90 0.78  C2 1.103
34 H 5.54 -1.83 -1.35  C4 1.092
35 H 6.99 -0.82 -1.38  C4 1.103
36 H 4.32 -0.19 -2.75  C5 1.087
37 H 5.74 0.84 -2.83  C5 1.087
38 H 5.78 -0.77 -3.56  C5 1.087
39 H 5.03 -0.28 1.78  C6 1.091
40 H 5.96 -1.61 1.06  C6 1.104
41 H 3.73 -2.19 -0.20  C7 1.097
42 H 3.85 -2.53 1.54  C7 1.094
43 H 3.11 0.36 -0.37  C9 1.095
44 H 1.97 -1.54 -1.49  C10 1.092
45 H 1.05 -0.05 -1.69  C10 1.092
46 H 0.55 -2.23 0.37  C11 1.090
47 H -0.41 -1.96 -1.08  C11 1.091
48 H 0.27 -0.87 2.35  C13 1.086
49 H -1.13 -1.90 2.07  C13 1.086
50 H -1.36 -0.21 2.55  C13 1.088
51 H -0.25 2.97 0.13  C15 1.083
52 H -2.67 2.94 0.33  C16 1.093
53 H -2.35 2.21 -1.24  C16 1.097
54 H -3.05 0.81 1.37  C17 1.092
55 H -1.98 -0.33 -1.24  C18 1.098
56 H -3.01 -1.90 1.16  C19 1.088
57 H -2.33 -2.58 -0.31  C19 1.091
58 H -4.81 -2.68 -0.30  C20 1.091
59 H -4.22 -1.69 -1.63  C20 1.093
60 H -6.07 0.09 1.82  C22 1.087
61 H -5.92 -1.65 1.63  C22 1.088
62 H -4.51 -0.69 2.08  C22 1.085
63 H -7.52 1.51 -0.14  C25 1.090
64 H -6.80 1.52 -1.74  C25 1.092
65 H -5.07 2.76 -0.67  C26 1.089
66 H -5.42 2.07 0.91  C26 1.090
67 H -4.14 0.68 -1.47  C27 1.099
68 H 1.75 1.99 0.50  C28 1.091
69 H 1.51 0.89 1.85  C28 1.092



w wins, 0.072 eV ahead of the next structure.



w | The following is a DFT calculation (ωB97M-V/def2-TZVPD) of C4H7N in the gas phase.

Output
structure (SMILES) = C#CCCN
spin multiplicity = 1
lowest unoccupied orbital energy = 1.0238 eV

Last columns: bonded neighbours and bond lengths (Å).
Element x y z (Å)
1 C -2.27 -0.59 -0.08  C2 1.193, H6 1.097
2 C -1.36 0.17 0.08  C1 1.193, C3 1.560
3 C -0.05 0.99 0.24  C2 1.560, C4 1.489, H7 1.100, H8 1.135
4 C 1.08 0.29 -0.44  C3 1.489, N5 1.440, H9 1.118, H10 1.098
5 N 1.66 -0.84 0.24  C4 1.440, H11 1.030, H12 1.039
6 H -2.92 -1.47 -0.12  C1 1.097
7 H 0.06 1.29 1.29  C3 1.100
8 H -0.31 1.88 -0.41  C3 1.135
9 H 0.80 -0.12 -1.44  C4 1.118
10 H 1.91 0.97 -0.65  C4 1.098
11 H 2.45 -1.19 -0.33  N5 1.030
12 H 2.00 -0.56 1.18  N5 1.039



x | The following is a DFT calculation (ωB97M-V/def2-TZVPD) of 2 unconnected molecules or ions with the total composition C4H7N.

Output
spin multiplicity = 1
lowest unoccupied orbital energy = -0.1448 eV

Last columns: bonded neighbours and bond lengths (Å).
Element x y z (Å)
1 C 1.96 -0.11 -0.10  N5 1.173
2 C -0.68 -1.20 0.11  C4 1.499, H6 1.119, H7 1.114, H8 1.066
3 C -0.36 1.30 0.14  C4 1.534, H9 1.118, H10 1.025, H11 1.056
4 C -0.13 -0.01 -0.62  C2 1.499, C3 1.534, H12 1.037
5 N 3.10 0.07 0.08  C1 1.173
6 H -1.77 -1.41 -0.09  C2 1.119
7 H -0.24 -2.20 -0.10  C2 1.114
8 H -0.57 -1.13 1.17  C2 1.066
9 H -0.36 1.03 1.23  C3 1.118
10 H 0.38 1.99 -0.02  C3 1.025
11 H -1.34 1.58 -0.16  C3 1.056
12 H 0.01 0.09 -1.64  C4 1.037



w wins, 0.407 eV ahead of the next structure.